(1)
Formula: C19H23F5NOsPS
Source: the OMol25 dataset
Level of theory: the ωB97M-V functional and the def2-TZVPD basis

Positions of all 51 atoms, in Å:
C  -0.59  3.89  -2.64
C  -0.27  3.89  -1.28
C  -0.07  2.68  -0.59
C  -0.34  1.51  -1.31
C  -0.88  1.51  -2.60
C  -0.86  2.70  -3.33
C  0.51  2.64  0.77
C  -0.28  3.38  1.90
N  -1.60  2.90  2.17
Os  0.57  -0.29  -1.03
C  -1.25  0.21  -3.24
P  -1.26  -1.15  -1.95
H  -0.15  4.84  -0.74
H  -1.09  2.69  -4.39
H  -0.64  4.83  -3.19
H  -0.50  -0.05  -4.01
H  -2.25  0.20  -3.70
H  0.69  1.60  1.10
H  1.51  3.14  0.74
H  0.31  3.23  2.81
C  -1.86  -2.63  -2.77
C  -2.58  -0.55  -0.82
H  -0.36  4.47  1.64
C  -2.75  3.54  1.59
C  -1.85  1.87  3.16
H  0.67  -1.91  -1.04
H  -3.20  4.27  2.30
H  -2.44  4.08  0.69
H  -3.53  2.79  1.36
H  -2.20  2.31  4.12
H  -2.65  1.21  2.80
H  -0.93  1.29  3.34
H  -3.55  -0.64  -1.31
H  -2.57  -1.15  0.10
H  -2.37  0.49  -0.56
H  -2.38  -2.40  -3.71
H  -0.99  -3.26  -2.99
H  -2.54  -3.19  -2.11
H  0.19  -1.67  -0.28
F  3.91  -5.58  2.71
C  3.50  -4.42  2.15
C  3.88  -4.11  0.84
F  4.68  -4.96  0.15
C  3.45  -2.93  0.26
F  3.73  -2.67  -1.04
C  2.66  -2.00  0.98
S  2.39  -0.42  0.30
C  2.25  -2.36  2.28
F  1.41  -1.53  2.95
C  2.66  -3.55  2.86
F  2.26  -3.89  4.11

Properties
- spin multiplicity = 5
- <S²> = 6.03
- frontier orbital gap (alpha / beta) (eV) = 7.792 / 5.530
- energy (eV) = -57723.158
- highest occupied orbital energy (alpha / beta) (hartree) = -0.51888 / -0.53605
- M (g mol⁻¹) = 613.7
- net charge = +2

Here are the Mulliken charges for atoms 1 to 2, given in e: C -0.77; C -0.53

***

(2)
Formula: C19H23FeN6OS
Source: the OMol25 dataset
Level of theory: the ωB97M-V functional and the def2-TZVPD basis

Positions of all 51 atoms, in Å:
Fe  -0.94  -0.31  0.00
N  -3.36  -2.96  2.40
C  -2.43  -2.23  1.75
S  -3.04  -0.96  0.72
N  -1.18  -2.60  1.96
N  -0.30  -1.86  1.26
C  0.95  -2.15  1.26
C  1.56  -3.29  1.98
C  2.28  -4.26  1.28
C  2.84  -5.33  1.96
C  2.69  -5.44  3.33
C  1.98  -4.48  4.03
C  1.41  -3.41  3.36
C  1.81  -1.24  0.43
C  3.19  -1.29  0.47
C  3.91  -0.41  -0.33
C  3.24  0.49  -1.14
C  1.85  0.48  -1.11
N  1.16  -0.36  -0.35
H  -4.33  -2.75  2.30
H  -3.06  -3.70  3.01
H  2.39  -4.17  0.21
H  3.38  -6.09  1.40
H  3.13  -6.28  3.86
H  1.86  -4.56  5.11
H  0.83  -2.67  3.90
H  3.69  -2.00  1.11
H  4.99  -0.44  -0.32
H  3.76  1.18  -1.78
H  1.27  1.17  -1.71
C  -0.10  3.47  0.22
N  -0.97  3.59  -0.95
C  -1.09  4.91  -1.55
C  -2.39  5.02  -2.32
C  -2.46  3.87  -3.31
N  -2.26  2.60  -2.62
C  -2.81  1.41  -3.26
C  -1.51  2.49  -1.51
O  -1.32  1.35  -1.00
H  -0.33  4.28  0.91
H  0.95  3.55  -0.07
H  -0.27  2.53  0.72
H  -0.23  5.11  -2.19
H  -1.07  5.64  -0.74
H  -2.43  5.97  -2.85
H  -3.23  4.97  -1.64
H  -1.71  3.98  -4.10
H  -3.43  3.83  -3.80
H  -3.83  1.62  -3.59
H  -2.83  0.58  -2.57
H  -2.22  1.13  -4.14

Properties
- spin multiplicity = 5
- <S²> = 6.02
- relative energy (zero: lowest compared OMol25 entry of this formula, charge and spin) (eV) = 0.000
- frontier orbital gap (alpha / beta) (eV) = 7.441 / 7.359
- energy (eV) = -76283.843
- highest occupied orbital energy (alpha / beta) (hartree) = -0.39250 / -0.39393
- M (g mol⁻¹) = 439.3
- net charge = +1

Here are the natural (NBO) charges for atoms 1 to 2, given in e: Fe 1.40; N -0.76

***

(3)
Formula: C19H23IrN3O7P2S
Source: the OMol25 dataset
Level of theory: the ωB97M-V functional and the def2-TZVPD basis

Positions of all 56 atoms, in Å:
Ir  0.39  0.49  -0.62
N  -2.67  -0.89  1.97
C  -1.80  -2.07  1.88
C  -2.11  -3.19  2.90
P  -0.03  -1.53  2.11
O  -0.10  -1.35  3.74
O  0.87  -2.63  1.70
O  0.13  -0.13  1.58
P  -2.06  -2.87  0.25
O  -3.68  -2.88  0.23
O  -1.50  -4.21  0.04
O  -1.83  -1.85  -0.95
H  -2.43  -0.38  2.81
H  -3.64  -1.18  2.03
H  -1.89  0.57  0.76
H  -2.01  -2.79  3.90
H  -1.41  -4.02  2.78
H  -3.13  -3.56  2.76
H  0.68  -0.87  4.02
H  -3.97  -3.64  -0.29
S  4.80  1.04  -1.26
C  4.53  -0.67  -1.05
C  5.45  -1.70  -1.06
C  4.99  -2.99  -0.84
C  3.63  -3.23  -0.61
C  2.71  -2.21  -0.61
C  3.17  -0.91  -0.83
N  2.38  0.23  -0.85
C  3.09  1.33  -1.04
C  2.42  2.59  -0.98
C  3.04  3.84  -1.12
C  2.27  4.98  -0.98
C  0.90  4.84  -0.71
C  0.30  3.61  -0.59
C  1.04  2.41  -0.73
H  6.50  -1.51  -1.23
H  5.70  -3.81  -0.83
H  3.30  -4.25  -0.42
H  1.66  -2.38  -0.40
H  4.10  3.91  -1.32
H  2.72  5.96  -1.08
H  0.30  5.74  -0.59
H  -0.76  3.55  -0.38
N  -0.41  -0.54  -2.35
C  -0.82  -1.02  -1.30
C  -2.66  1.81  -2.12
C  -2.98  1.31  -0.73
C  -3.90  2.26  0.03
O  -1.75  1.17  0.00
H  -3.58  1.92  -2.70
H  -1.99  1.12  -2.64
H  -2.16  2.78  -2.07
H  -3.46  0.33  -0.80
H  -3.40  3.23  0.14
H  -4.13  1.87  1.02
H  -4.83  2.41  -0.52

Properties
- spin multiplicity = 1
- relative energy (zero: lowest compared OMol25 entry of this formula, charge and spin) (eV) = 3.585
- frontier orbital gap (eV) = 6.465
- energy (eV) = -71137.591
- highest occupied orbital energy (hartree) = -0.14177
- M (g mol⁻¹) = 691.6
- net charge = -1

Here are the natural (NBO) charges for atoms 1 to 2, given in e: Ir 0.88; N -0.86